{"formula": "C20H23FN2O3S", "method": "ωB97M-V/def2-TZVPD", "energy_ha": -1609.1982, "elements": ["S", "F", "O", "O", "O", "N", "N", "C", "C", "C", "C", "C", "C", "C", "C", "C", "C", "C", "C", "C", "C", "C", "C", "C", "C", "C", "C", "H", "H", "H", "H", "H", "H", "H", "H", "H", "H", "H", "H", "H", "H", "H", "H", "H", "H", "H", "H", "H", "H", "H"], "coordinates": [[3.4348, -0.1323, 0.6171], [0.8136, 2.2057, -5.2002], [0.3871, -3.6268, -0.8990], [-1.0674, 1.4917, 1.7543], [0.9806, 2.1785, 0.9451], [1.8417, -2.2009, -0.0317], [1.0232, -0.9325, 1.8464], [-0.3289, -2.7102, 1.0515], [2.9718, 1.6863, -2.3266], [1.2619, 0.2272, -3.9657], [0.9855, 0.4014, 2.5236], [0.2939, 1.4456, 1.6522], [2.2382, 2.3468, -3.3321], [-0.1589, -1.7010, 1.9562], [-2.3068, -2.6067, 2.2758], [0.6693, -2.9414, 0.0387], [-3.3362, 1.4104, 1.0585], [-1.2599, -1.7504, 2.9890], [1.9385, -0.4216, -2.9178], [-1.5442, 0.7536, -0.5599], [2.8573, 0.3031, -2.1162], [-1.6066, -3.4858, 1.2180], [3.8181, -0.4103, -1.1660], [-1.8809, 1.6855, 0.6022], [-1.8837, 3.1293, 0.0715], [1.4085, 1.5972, -4.1807], [1.9736, -1.2169, 0.7947], [-1.9216, 3.8629, 0.8778], [0.6690, -0.3352, -4.6507], [-0.9341, 3.3103, -0.5616], [-0.5741, 0.9923, -1.0258], [1.9989, 0.7623, 2.8260], [-2.1375, -3.5340, 0.2593], [4.8067, -0.0380, -1.3985], [1.8272, -1.4924, -2.8087], [-3.6416, 2.1835, 1.7577], [-1.7098, -0.7703, 3.2281], [-0.8994, -2.2018, 3.8907], [-1.5536, -0.2583, -0.1885], [2.3432, 3.3905, -3.4485], [-1.4004, -4.4684, 1.5557], [-2.8397, -3.2430, 3.0132], [0.4270, 0.2949, 3.4639], [-2.2775, 0.7711, -1.3659], [-3.0392, -1.9527, 1.7681], [-2.7378, 3.3329, -0.5827], [-3.9928, 1.4324, 0.2185], [-3.4115, 0.4384, 1.5469], [3.6401, 2.2884, -1.7133], [3.8343, -1.4913, -1.3606]], "forces_ev_per_a": [[-0.693, -0.505, 0.015], [-0.435, 0.118, -0.439], [-0.258, -2.028, -1.693], [1.406, -0.975, 0.394], [-1.800, -1.241, 1.007], [0.429, 1.269, 1.599], [0.332, 1.102, 0.023], [0.608, 0.999, 1.453], [-0.633, -0.013, -0.510], [0.352, 0.412, 0.426], [0.240, -0.312, 0.715], [1.388, 1.694, -1.431], [-0.060, -1.767, 0.368], [1.026, -1.587, -1.788], [-1.097, -0.832, 0.276], [-0.785, 0.966, -0.666], [1.220, -0.162, 0.827], [-0.244, 1.508, -0.689], [0.683, 1.139, -0.221], [0.719, -0.101, 0.133], [-0.374, -0.296, -0.473], [0.424, 1.776, -0.375], [-1.164, -0.323, -0.418], [-2.185, 1.121, -1.809], [1.986, 0.465, -0.885], [1.301, -0.450, 1.726], [-0.674, 0.099, 0.416], [0.114, -0.060, 0.058], [-0.452, -0.334, -0.282], [-1.425, -0.118, 1.129], [-0.187, -0.172, 0.324], [-0.784, -0.369, -0.683], [0.013, -0.123, 0.304], [0.358, 0.198, 0.607], [0.008, -0.006, 0.141], [-0.091, 0.028, 0.178], [0.422, -0.288, 0.061], [0.277, -0.271, 0.648], [0.276, -0.610, 0.065], [0.050, 0.970, -0.263], [0.103, -1.113, 0.315], [0.056, 0.518, -0.461], [0.070, -0.211, -0.309], [-0.187, 0.395, 0.206], [0.273, -0.286, 0.331], [0.056, -0.348, 0.123], [-0.408, 0.013, -0.641], [-0.027, -0.046, 0.021], [-0.072, -0.197, -0.043], [-0.156, 0.352, 0.188]], "nbo_charge": [0.235, -0.316, -0.581, -0.534, -0.551, -0.540, -0.426, -0.139, -0.175, -0.290, -0.311, 0.786, -0.283, 0.238, -0.384, 0.608, -0.606, -0.454, -0.182, -0.646, -0.065, -0.417, -0.526, 0.255, -0.640, 0.401, 0.359, 0.218, 0.227, 0.229, 0.232, 0.249, 0.233, 0.242, 0.241, 0.214, 0.229, 0.223, 0.211, 0.224, 0.216, 0.216, 0.229, 0.228, 0.207, 0.216, 0.215, 0.205, 0.216, 0.261]}

{"formula": "C20H23InNO9S", "method": "ωB97M-V/def2-TZVPD", "charge": -1, "energy_ha": -2096.2315, "elements": ["In", "S", "O", "O", "O", "O", "O", "O", "O", "O", "O", "N", "C", "C", "C", "C", "C", "C", "C", "C", "C", "C", "C", "C", "C", "C", "C", "C", "C", "C", "C", "C", "H", "H", "H", "H", "H", "H", "H", "H", "H", "H", "H", "H", "H", "H", "H", "H", "H", "H", "H", "H", "H", "H", "H"], "coordinates": [[-0.8237, -1.9174, 0.4168], [-3.3668, -3.1777, 0.2473], [-2.6317, -2.9291, 1.5129], [-1.3620, 0.0153, 0.9722], [-3.6711, -4.5182, -0.1565], [0.8538, 3.7135, -0.0114], [3.9346, -1.7905, -0.9524], [-2.6414, -2.3450, -0.7804], [-4.7462, -2.4644, 0.3676], [1.1101, -0.8396, -0.5570], [-3.6207, -0.1381, 0.8568], [-3.9756, 2.4026, 1.1614], [1.6509, -3.6888, -0.0237], [2.3855, -4.8713, -0.2334], [3.1223, 2.7937, -0.0688], [0.2820, -6.1152, -0.1069], [-0.4126, -4.9353, 0.1299], [-2.5997, 2.0249, 0.7276], [1.2322, 5.0023, -0.4884], [0.3332, -3.7704, 0.2438], [-2.5079, 2.5686, -0.6412], [1.8382, 0.2279, -0.4043], [1.7022, -6.1198, -0.2720], [3.7945, 1.6216, -0.2213], [1.1111, 1.4654, -0.3443], [5.4405, -0.6903, 0.3677], [4.1315, -0.7698, -0.3818], [-3.1171, 3.9244, -0.5251], [-2.5620, 0.4826, 0.8208], [3.2551, 0.3469, -0.3238], [1.7213, 2.6810, -0.2173], [-4.3574, 3.5437, 0.2579], [2.2287, -2.7764, 0.0539], [4.8767, 1.6501, -0.3299], [1.3117, 5.0410, -1.5514], [-5.1893, 3.2257, -0.4177], [-4.7029, -1.4647, 0.4887], [-1.5042, -5.0013, 0.2876], [-0.0243, 1.4723, -0.1633], [-1.8503, 2.4487, 1.4231], [2.3513, -6.9872, -0.4097], [-3.1150, 2.0247, -1.3778], [6.3106, -1.1338, -0.2412], [0.5391, 5.6514, 0.0301], [3.6001, 3.7666, -0.0784], [-1.4286, 2.6032, -1.0400], [5.7608, 0.3276, 0.8042], [5.1432, -1.2119, 1.2746], [-4.5235, 1.6415, 0.9591], [-0.2393, -7.0248, -0.0865], [-3.3949, 4.4222, -1.4551], [-2.6608, 4.7036, 0.0645], [2.2968, 5.2962, -0.0836], [3.4797, -4.7734, -0.3013], [-4.7688, 4.3654, 0.7774]], "forces_ev_per_a": [[1.426, 0.017, -0.529], [-0.177, 1.712, -0.518], [-0.294, -0.891, -0.329], [-0.446, -0.514, -0.345], [0.225, 0.419, 0.556], [0.002, 0.938, -0.454], [-0.895, -2.556, -1.416], [0.275, -0.720, 0.055], [-1.180, 0.489, 0.170], [0.617, -0.223, 0.619], [0.432, 0.049, -0.373], [1.881, 3.511, -0.067], [2.473, -0.951, 0.454], [-0.805, -0.693, 0.063], [-0.948, 0.595, -1.174], [1.996, 0.584, -0.068], [0.191, -0.928, 0.331], [-1.301, -1.171, 1.614], [2.372, -0.308, 2.585], [-2.728, 1.880, -0.088], [3.385, 0.519, -2.394], [-2.269, 0.391, -0.417], [0.130, 1.876, 0.162], [1.591, 0.041, 0.145], [-1.317, -0.024, 0.738], [1.831, 1.525, 0.542], [1.860, 1.304, 0.345], [-1.569, 0.743, 0.038], [0.300, 0.652, 0.801], [-1.754, 0.577, -0.059], [0.047, -0.419, 0.927], [-1.329, -1.410, -0.366], [-0.456, 0.005, -0.247], [-0.130, 0.275, 0.290], [-0.471, 0.183, -0.854], [0.580, -0.015, 0.212], [0.924, -1.282, 0.015], [0.917, 0.177, -0.107], [2.126, -0.385, -0.714], [-0.177, -0.229, -0.500], [-0.730, -0.144, 0.044], [0.134, -0.261, 0.325], [-1.487, 0.330, 1.242], [-0.235, 0.474, -0.645], [0.181, -0.291, 0.134], [-1.578, -0.129, 0.533], [-0.515, -1.439, -1.011], [0.691, -0.723, 0.140], [-1.641, -2.088, -0.409], [-0.657, -1.210, -0.183], [0.110, -0.292, -0.238], [1.158, -0.153, 0.254], [-1.859, -0.451, -0.643], [-0.584, -0.320, -0.183], [-0.322, 0.954, 0.996]], "nbo_charge": [1.860, 2.575, -1.006, -0.820, -0.931, -0.521, -0.571, -1.042, -0.927, -0.823, -0.715, -0.615, -0.229, -0.211, -0.389, -0.214, -0.254, -0.175, -0.243, -0.432, -0.423, 0.537, -0.235, -0.111, -0.373, -0.718, 0.574, -0.421, 0.847, -0.363, 0.320, -0.222, 0.256, 0.196, 0.179, 0.164, 0.551, 0.240, 0.229, 0.215, 0.203, 0.210, 0.225, 0.195, 0.205, 0.237, 0.204, 0.234, 0.373, 0.198, 0.206, 0.201, 0.156, 0.213, 0.179]}

{"formula": "C20H23N3O3", "method": "ωB97M-V/def2-TZVPD", "energy_ha": -1165.9017, "elements": ["O", "O", "O", "N", "N", "N", "C", "C", "C", "C", "C", "C", "C", "C", "C", "C", "C", "C", "C", "C", "C", "C", "C", "C", "C", "C", "H", "H", "H", "H", "H", "H", "H", "H", "H", "H", "H", "H", "H", "H", "H", "H", "H", "H", "H", "H", "H", "H", "H"], "coordinates": [[1.9963, -0.5822, 1.8063], [-5.7727, 0.1446, 0.1505], [0.8959, -2.1691, 0.6682], [3.5218, 3.1567, 0.8971], [3.9991, -0.8627, -0.3054], [2.2061, 3.0119, 0.8005], [-4.0434, 0.9762, 1.4867], [-6.2705, -0.3369, -1.0732], [-4.4629, 0.5094, 0.2183], [3.0380, 1.3555, -0.3635], [-2.7560, 1.3665, 1.6931], [3.1697, -1.9444, 0.1710], [0.0283, 1.1410, -1.4502], [5.2184, -1.3465, -0.9103], [-1.8046, 1.3113, 0.6494], [4.0384, 2.1587, 0.2105], [0.4575, 1.5889, -0.1821], [-1.2719, 0.7823, -1.6624], [-1.4896, -2.3739, 0.5790], [-0.4620, 1.6813, 0.8402], [3.2653, 0.0948, -1.1338], [1.8484, 1.9434, 0.0447], [-2.2238, 0.8451, -0.6230], [1.9825, -1.4533, 0.9820], [-0.3048, -1.8922, 1.3948], [-3.5637, 0.4511, -0.8171], [-7.3200, -0.5665, -0.8963], [-0.3619, -0.8154, 1.5816], [3.8491, 0.3212, -2.0332], [-2.4422, 1.7199, 2.6645], [-0.1472, 2.0064, 1.8218], [-6.1931, 0.4176, -1.8627], [-1.4255, -3.4468, 0.4182], [3.7707, -2.5661, 0.8438], [-4.7790, 1.0093, 2.2748], [-0.2517, -2.4111, 2.3585], [5.1002, 2.0350, 0.1437], [2.7835, -2.5883, -0.6416], [5.8405, -0.4963, -1.1826], [0.7404, 1.1100, -2.2613], [-3.8509, 0.1019, -1.7971], [5.7623, -1.9479, -0.1826], [5.0421, -1.9612, -1.8087], [1.5892, 3.6710, 1.2478], [-1.5028, -1.8738, -0.3854], [-1.5899, 0.4435, -2.6388], [2.3057, -0.3300, -1.4543], [-5.7486, -1.2467, -1.3878], [-2.4106, -2.1430, 1.1065]], "forces_ev_per_a": [[0.099, 0.001, 0.090], [0.259, 0.170, 0.326], [-0.086, -0.296, -0.305], [0.538, 0.469, 0.428], [-0.043, -0.213, 0.069], [-0.285, -0.219, -0.130], [0.030, 0.020, 0.082], [-0.081, -0.090, -0.235], [0.108, -0.056, -0.250], [-0.577, 0.338, -0.090], [-0.245, -0.080, 0.026], [0.086, 0.032, -0.095], [-0.130, -0.035, -0.049], [-0.053, -0.059, 0.005], [-0.063, -0.021, -0.390], [-0.418, 0.043, -0.081], [-0.386, -0.016, 0.318], [0.102, -0.026, -0.053], [0.473, 0.031, 0.087], [0.214, -0.002, -0.267], [-0.015, 0.162, 0.210], [0.682, -0.037, -0.231], [0.187, 0.175, 0.353], [0.047, -0.040, 0.106], [-0.372, 0.258, 0.273], [-0.496, -0.111, 0.013], [0.072, 0.002, -0.060], [0.016, -0.240, 0.009], [-0.104, -0.126, 0.028], [0.004, 0.034, 0.115], [0.063, -0.023, 0.130], [0.016, -0.031, 0.030], [-0.067, -0.127, -0.027], [-0.096, -0.038, -0.052], [-0.064, 0.018, 0.116], [0.028, 0.105, -0.079], [0.280, 0.004, 0.042], [0.093, 0.085, 0.119], [0.089, -0.016, -0.054], [0.040, -0.005, -0.077], [-0.083, -0.048, -0.076], [0.072, -0.035, -0.022], [0.049, 0.001, -0.023], [0.127, -0.046, -0.097], [-0.048, 0.038, -0.089], [-0.016, -0.022, -0.090], [0.092, -0.003, -0.112], [-0.006, 0.046, 0.008], [-0.132, 0.026, 0.050]], "nbo_charge": [-0.583, -0.490, -0.517, -0.258, -0.428, -0.320, -0.246, -0.253, 0.303, -0.121, -0.160, -0.314, -0.185, -0.401, -0.100, -0.031, -0.092, -0.198, -0.625, -0.120, -0.250, 0.122, -0.048, 0.793, -0.077, -0.264, 0.202, 0.204, 0.209, 0.215, 0.209, 0.178, 0.210, 0.227, 0.228, 0.180, 0.202, 0.184, 0.201, 0.218, 0.211, 0.201, 0.160, 0.405, 0.216, 0.212, 0.196, 0.177, 0.219]}

{"formula": "C20H23N3O3S", "method": "ωB97M-V/def2-TZVPD", "energy_ha": -1564.1284, "elements": ["S", "O", "O", "O", "N", "N", "N", "C", "C", "C", "C", "C", "C", "C", "C", "C", "C", "C", "C", "C", "C", "C", "C", "C", "C", "C", "C", "H", "H", "H", "H", "H", "H", "H", "H", "H", "H", "H", "H", "H", "H", "H", "H", "H", "H", "H", "H", "H", "H", "H"], "coordinates": [[0.8520, 1.4508, 1.7393], [4.0731, -0.2274, -0.6332], [1.9857, -3.3461, 1.6197], [-1.1419, 4.3819, 0.9107], [-1.2750, 2.1351, -2.7037], [1.3761, -1.1621, 1.7316], [-0.8330, -0.5111, 2.1902], [-1.1762, 2.5005, -0.5135], [1.1034, -2.5363, 1.8214], [-1.9959, -4.4737, 2.5969], [5.1489, -1.1188, -0.4483], [-1.0448, 3.1789, 0.7555], [-1.5268, -0.3524, -2.8626], [2.7214, -0.7888, 1.3485], [-2.9195, -3.4405, 2.7582], [-0.7472, 2.2906, 1.9570], [-1.1571, 3.1067, -1.7683], [-2.5374, -2.1262, 2.6231], [-1.2712, 2.3231, -4.1271], [-0.6842, -4.1864, 2.2966], [-0.9968, 4.5426, -2.1060], [-1.2058, -1.8182, 2.3229], [2.8347, -0.7053, -0.1860], [-1.3216, 1.1018, -0.7416], [-0.2755, -2.8585, 2.1571], [-1.3805, 0.9083, -2.0885], [0.3922, -0.2359, 1.9111], [3.3852, -1.5695, 1.7282], [-0.6798, 2.9061, 2.8538], [-1.4099, 0.3360, 0.0016], [-2.4519, -0.3563, -3.4406], [-1.4188, 3.3745, -4.3615], [-1.4814, 1.4950, 2.0834], [-2.3143, -5.4990, 2.7082], [-0.6945, -0.4873, -3.5539], [-2.0757, 1.7447, -4.5833], [-0.3211, 1.9959, -4.5582], [2.0945, 0.0067, -0.5634], [-3.9472, -3.6773, 2.9917], [-1.5486, -1.1948, -2.1769], [5.4385, -1.1990, 0.6043], [-0.8605, 5.1029, -1.1858], [-0.1332, 4.6999, -2.7527], [-3.2407, -1.3176, 2.7452], [4.9034, -2.1175, -0.8263], [5.9826, -0.7097, -1.0160], [-1.8839, 4.9262, -2.6116], [0.0524, -4.9644, 2.1644], [2.9810, 0.1728, 1.7952], [2.6270, -1.7013, -0.6067]], "forces_ev_per_a": [[0.187, 0.339, 0.063], [0.041, 0.184, 0.053], [0.025, -0.092, -0.017], [0.010, 0.030, 0.125], [-0.070, 0.005, 0.232], [-0.048, -0.240, -0.007], [0.118, 0.388, 0.006], [-0.161, 0.122, -0.893], [0.058, -0.042, 0.009], [0.132, -0.144, -0.019], [0.038, -0.017, -0.006], [0.058, 0.000, 0.272], [-0.032, 0.149, -0.043], [0.629, 0.065, -0.393], [-0.033, 0.134, -0.006], [0.355, 0.036, 0.125], [0.077, 0.222, 0.653], [0.019, -0.115, 0.002], [0.078, -0.005, -0.383], [0.047, 0.007, -0.005], [0.041, 0.047, -0.034], [0.330, -0.635, -0.054], [-0.258, -0.051, 0.076], [-0.013, 0.043, -0.232], [-0.491, 0.101, 0.097], [-0.013, -0.428, 0.316], [-0.788, 0.243, 0.186], [-0.089, 0.227, 0.019], [-0.083, -0.046, -0.099], [-0.016, -0.221, 0.146], [-0.040, -0.095, -0.072], [-0.004, -0.046, 0.002], [-0.048, 0.069, 0.007], [-0.009, -0.085, 0.006], [0.028, -0.106, -0.072], [0.032, 0.065, -0.001], [-0.053, 0.045, -0.028], [-0.030, -0.132, 0.058], [-0.085, -0.009, 0.020], [0.002, -0.055, 0.007], [0.021, -0.028, -0.021], [-0.014, 0.018, -0.067], [0.026, 0.063, -0.081], [-0.057, 0.099, 0.012], [0.016, -0.003, 0.002], [0.041, -0.084, 0.048], [-0.027, 0.088, -0.052], [0.044, -0.080, -0.013], [0.031, -0.122, 0.013], [-0.021, 0.093, 0.044]], "nbo_charge": [0.276, -0.529, -0.606, -0.567, -0.325, -0.442, -0.574, -0.218, 0.665, -0.237, -0.252, 0.558, -0.644, -0.264, -0.171, -0.635, 0.227, -0.246, -0.407, -0.135, -0.669, 0.262, -0.070, -0.285, -0.230, 0.142, 0.337, 0.244, 0.249, 0.227, 0.214, 0.222, 0.290, 0.217, 0.215, 0.211, 0.206, 0.199, 0.216, 0.235, 0.165, 0.273, 0.216, 0.225, 0.170, 0.195, 0.220, 0.235, 0.222, 0.172]}

Per-record molar mass, Da: 390.48 568.29 353.42 385.49
Per-record energy relative to the best compared isomer or geometry (same formula, charge and spin), kJ/mol: 55.3 206.8 226.9 141.4
Per-record HOMO energy, eV: -8.630 -5.043 -7.881 -8.098